# 1
Here is C3H10NS3 as an isolated structure from OMol25. Energies are from ωB97M-V/def2-TZVPD.

Values from the calculation:
**Energy above the lowest of the compared OMol25 structures with the same formula, charge and spin**: 134.9 kJ/mol
**Largest force on an atom**: 3.3 eV Å⁻¹
**E**: -37259.6276 eV
**HOMO**: -13.224 eV
**LUMO level**: -4.0 eV
**Multiplicity**: 1
**Net charge**: +1
**Kohn-Sham gap**: 9.217 eV

Atoms and positions in Å:
C1 -1.822 0.192 0.429
C2 1.426 -1.072 -1.897
C3 -0.373 0.111 0.515
N1 0.276 0.971 1.231
S1 0.309 0.284 -1.749
S2 -0.485 2.596 1.356
S3 1.983 0.981 1.531
H1 -2.023 -0.462 -0.367
H2 -2.115 1.210 -0.118
H3 -2.396 -0.109 1.343
H4 0.802 -1.895 -2.265
H5 2.324 -0.779 -2.537
H6 1.715 -1.363 -0.807
H7 0.051 -0.907 0.558
H8 -0.733 -0.048 -2.475
H9 0.695 3.199 1.413
H10 1.935 0.306 2.670



# 2
Here is C12H24CuO28S7 as an isolated structure from OMol25. Energies are from ωB97M-V/def2-TZVPD.

Values from the calculation:
**Energy above the lowest of the compared OMol25 structures with the same formula, charge and spin**: 0.0 kJ/mol
**Largest force on an atom**: 3.2 eV Å⁻¹
**E**: -190639.8979 eV
**<S²>**: 0.76
**HOMO (spin up / spin down)**: -10.874 / -10.874 eV
**LUMO level (spin up / spin down)**: -4.6 / -6.4 eV
**Multiplicity**: 2
**Kohn-Sham gap (spin up / spin down)**: 6.265 / 4.465 eV

Atoms and positions in Å:
Cu1 -0.112 -3.163 -2.588
S1 -0.160 -1.441 -0.524
O1 -1.341 -0.769 -0.036
O2 1.034 -1.078 0.183
O3 -0.281 -2.931 -0.599
O4 -0.076 -1.243 -2.020
C1 -0.120 -2.964 2.661
C2 -1.385 -2.145 3.022
O5 -1.583 -2.359 4.428
S2 -0.168 -2.772 5.122
O6 -0.399 -3.652 6.215
O7 0.633 -1.590 5.327
O8 0.353 -3.591 3.827
H1 0.630 -2.293 2.244
H2 -0.367 -3.726 1.924
H3 -2.228 -2.479 2.424
H4 -1.236 -1.078 2.880
C3 3.454 -0.643 1.931
C4 3.687 0.659 1.141
O9 5.090 0.611 0.925
S3 5.817 0.090 2.283
O10 5.796 1.179 3.233
O11 7.036 -0.583 1.992
O12 4.677 -0.985 2.615
H5 3.350 -1.480 1.239
H6 2.600 -0.676 2.606
H7 3.467 1.563 1.708
H8 3.220 0.503 0.175
C5 -1.563 1.555 -2.074
C6 -2.299 0.758 -3.144
O13 -1.944 1.402 -4.351
S4 -1.785 3.020 -4.141
O14 -3.028 3.661 -4.396
O15 -0.583 3.476 -4.765
O16 -1.566 2.909 -2.535
H9 -0.508 1.265 -2.166
H10 -1.832 1.475 -1.029
H11 -3.379 0.888 -3.011
H12 -2.020 -0.288 -3.134
C7 2.122 1.979 -3.447
C8 1.963 0.500 -3.158
O17 3.186 -0.055 -3.660
S5 4.433 0.926 -3.235
O18 5.508 0.975 -4.172
O19 4.774 0.746 -1.845
O20 3.522 2.239 -3.385
H13 1.671 2.601 -2.673
H14 1.747 2.262 -4.428
H15 1.161 0.021 -3.710
H16 1.921 0.243 -2.097
C9 -4.516 -1.089 -0.233
C10 -4.083 -2.380 -0.981
O21 -5.116 -3.293 -0.638
S6 -6.520 -2.510 -0.359
O22 -6.933 -2.781 0.985
O23 -7.395 -2.794 -1.470
O24 -5.914 -1.038 -0.476
H17 -3.990 -0.217 -0.599
H18 -4.359 -1.341 0.817
H19 -3.053 -2.613 -0.722
H20 -4.156 -2.277 -2.070
C11 -0.271 1.621 2.069
C12 0.163 2.454 0.867
O25 1.220 3.262 1.414
S7 0.918 3.660 2.932
O26 0.194 4.898 3.001
O27 2.072 3.507 3.773
O28 -0.064 2.396 3.224
H21 0.356 0.726 2.142
H22 -1.328 1.360 2.015
H23 -0.703 3.011 0.502
H24 0.590 1.918 0.025



# 3
Here is an isolated molecule of C4H7NO2 from OMol25. Energies are from ωB97M-V/def2-TZVPD.

Values from the calculation:
**Energy above the lowest of the compared OMol25 structures with the same formula, charge and spin**: 369.8 kJ/mol
**Largest force on an atom**: 0.9 eV Å⁻¹
**E**: -9843.4465 eV
**HOMO**: -8.219 eV
**LUMO level**: 0.8 eV
**Multiplicity**: 1
**Kohn-Sham gap**: 9.008 eV

Atoms and positions in Å:
C1 -1.141 -0.760 -1.098
C2 0.233 -0.553 -0.467
O1 1.222 -1.225 -0.763
C3 0.393 0.699 0.271
N1 1.513 1.471 0.004
C4 -0.216 -0.326 1.591
O2 -0.527 1.003 1.227
H1 -1.627 -1.706 -0.831
H2 -1.816 0.092 -0.930
H3 -0.863 -0.781 -2.159
H4 1.407 2.487 0.051
H5 1.965 1.108 -0.839
H6 0.564 -0.548 2.320
H7 -1.108 -0.962 1.621



# 4
Here is an isolated ion of composition C23H14F3O2S and charge -1 from OMol25. Energies are from ωB97M-V/def2-TZVPD.

Values from the calculation:
**Largest force on an atom**: 2.2 eV Å⁻¹
**E**: -47162.6115 eV
**HOMO**: -4.187 eV
**LUMO level**: 2.6 eV
**Multiplicity**: 1
**Net charge**: -1
**Kohn-Sham gap**: 6.834 eV

Atoms and positions in Å:
O1 3.278 1.397 -0.626
C1 3.097 0.188 -0.751
C2 1.819 -0.557 -0.775
C3 0.559 0.120 -0.854
S1 0.121 1.423 0.874
C4 -1.326 1.891 1.667
C5 -1.428 1.744 3.079
C6 -2.491 2.298 3.790
C7 -3.546 2.910 3.108
C8 -3.460 3.057 1.721
C9 -4.610 3.747 1.022
F1 -4.526 3.638 -0.333
F2 -4.665 5.087 1.323
F3 -5.817 3.207 1.397
C10 -2.375 2.565 0.995
C11 -0.702 -0.664 -0.924
C12 -0.859 -1.775 -0.094
C13 -1.963 -2.611 -0.248
C14 -2.953 -2.300 -1.194
C15 -2.873 -1.090 -1.904
C16 -1.757 -0.259 -1.750
C17 2.104 -1.977 -1.039
O2 1.351 -2.944 -1.187
C18 3.600 -2.092 -1.143
C19 4.390 -3.216 -1.385
C20 5.782 -3.063 -1.475
C21 6.366 -1.783 -1.312
C22 5.558 -0.666 -1.058
C23 4.178 -0.835 -0.974
H1 0.593 1.014 -1.498
H2 -0.613 1.235 3.593
H3 -2.511 2.251 4.878
H4 -4.427 3.276 3.637
H5 -2.293 2.705 -0.073
H6 -0.125 -1.942 0.695
H7 -2.030 -3.497 0.386
H8 -3.816 -2.962 -1.314
H9 -3.690 -0.784 -2.563
H10 -1.697 0.719 -2.235
H11 3.909 -4.189 -1.489
H12 6.423 -3.929 -1.666
H13 7.450 -1.670 -1.382
H14 5.976 0.331 -0.916



# 5
Here is a 2-piece molecular cluster, C12H17N overall from OMol25. Energies are from ωB97M-V/def2-TZVPD.

Values from the calculation:
**Energy above the lowest of the compared OMol25 structures with the same formula, charge and spin**: 243.2 kJ/mol
**Largest force on an atom**: 6.3 eV Å⁻¹
**E**: -14207.8164 eV
**HOMO**: -7.715 eV
**LUMO level**: 0.9 eV
**Multiplicity**: 1
**Kohn-Sham gap**: 8.611 eV

Atoms and positions in Å:
C1 -1.844 1.469 1.438
C2 -1.757 0.437 0.409
C3 -1.553 -0.925 0.589
N1 -1.442 -1.610 -0.638
C4 -1.592 -0.636 -1.601
C5 -1.553 -0.778 -2.967
C6 -1.752 0.425 -3.636
C7 -2.235 1.594 -3.032
C8 -2.446 1.679 -1.678
C9 -2.084 0.627 -0.961
H1 -2.227 2.366 0.823
H2 -0.923 1.759 1.888
H3 -2.620 1.219 2.177
H4 -1.362 -1.411 1.508
H5 -0.776 -2.363 -0.591
H6 -1.135 -1.718 -3.297
H7 -1.413 0.477 -4.670
H8 -2.356 2.360 -3.797
H9 -3.006 2.409 -1.070
C10 3.990 -0.808 2.596
C11 2.729 -0.150 2.084
C12 2.390 -0.924 0.731
H10 3.712 -1.662 3.114
H11 4.492 -0.048 3.218
H12 4.847 -0.974 1.845
H13 1.852 -0.189 2.679
H14 2.959 0.828 1.912
H15 2.134 -0.330 -0.113
H16 3.311 -1.410 0.294
H17 1.660 -1.715 0.745



# 6
Here is a 5-piece molecular cluster, C13H21Cl8N overall from OMol25. Energies are from ωB97M-V/def2-TZVPD.

Values from the calculation:
**Energy above the lowest of the compared OMol25 structures with the same formula, charge and spin**: 30.7 kJ/mol
**Largest force on an atom**: 2.2 eV Å⁻¹
**E**: -115491.5492 eV
**HOMO**: -10.044 eV
**LUMO level**: 0.5 eV
**Multiplicity**: 1
**Kohn-Sham gap**: 10.545 eV

Atoms and positions in Å:
C1 0.405 -1.634 -2.807
C2 1.672 -1.849 -2.250
C3 1.766 -2.204 -0.909
N1 0.728 -2.314 -0.114
C4 -0.471 -2.097 -0.662
C5 -0.693 -1.829 -1.975
H1 0.302 -1.448 -3.888
H2 2.543 -1.751 -2.880
H3 2.776 -2.297 -0.476
H4 -1.296 -2.231 0.009
H5 -1.717 -1.746 -2.302
Cl1 -4.111 0.278 -2.166
C6 -4.926 0.201 -0.479
C7 -5.581 1.521 -0.174
Cl2 -4.370 2.878 -0.063
H6 -4.093 0.060 0.198
H7 -5.648 -0.595 -0.582
H8 -6.037 1.520 0.821
H9 -6.386 1.768 -0.903
Cl3 3.386 1.372 -1.693
C8 4.339 0.679 -0.352
C9 4.360 1.685 0.823
Cl4 5.415 1.030 2.219
H10 5.331 0.511 -0.800
H11 3.935 -0.293 -0.123
H12 3.369 1.879 1.212
H13 4.745 2.668 0.478
Cl5 -0.180 -2.212 4.837
C10 0.037 -1.822 3.092
C11 1.432 -1.188 2.874
Cl6 1.577 0.619 3.395
H14 -0.735 -1.129 2.767
H15 -0.016 -2.747 2.498
H16 1.712 -1.216 1.799
H17 2.133 -1.730 3.468
Cl7 -0.025 3.050 -2.284
C12 -0.937 1.988 -1.314
C13 -0.446 2.009 0.104
Cl8 -1.515 0.825 1.041
H18 -0.892 0.994 -1.761
H19 -1.976 2.200 -1.470
H20 -0.467 2.966 0.598
H21 0.554 1.628 0.193



# 7
Here is an isolated molecule of C11H14N2S2 from OMol25. Energies are from ωB97M-V/def2-TZVPD.

Values from the calculation:
**Energy above the lowest of the compared OMol25 structures with the same formula, charge and spin**: 360.0 kJ/mol
**Largest force on an atom**: 5.0 eV Å⁻¹
**E**: -36279.6268 eV
**HOMO (spin up / spin down)**: -7.194 / -7.062 eV
**LUMO level (spin up / spin down)**: -0.7 / 0.0 eV
**Multiplicity**: 1
**Kohn-Sham gap (spin up / spin down)**: 6.493 / 7.044 eV

Atoms and positions in Å:
C1 -4.301 0.574 -0.589
C2 -2.970 0.402 -1.042
C3 -4.348 0.994 0.738
C4 -1.940 0.713 -0.072
C5 2.592 -1.833 -0.300
C6 0.336 0.182 -1.189
C7 0.918 -2.557 1.291
C8 1.410 -0.156 1.135
C9 -0.681 0.390 -0.275
C10 0.659 0.737 0.142
C11 0.985 2.242 0.315
N1 1.734 -1.572 0.714
N2 3.282 -0.746 -0.800
S1 2.999 -3.328 -0.846
S2 -2.753 1.258 1.433
H1 -5.151 0.490 -1.214
H2 -2.526 0.181 -2.084
H3 -5.243 1.356 1.171
H4 0.475 -0.907 -1.466
H5 0.182 0.765 -2.113
H6 0.522 -2.408 2.218
H7 0.996 -3.552 0.875
H8 2.409 0.119 1.405
H9 0.840 -0.235 2.007
H10 0.348 2.799 -0.426
H11 1.979 2.459 0.299
H12 0.571 2.443 1.244
H13 2.707 0.014 -0.995
H14 3.970 -0.824 -1.579



# 8
Here is a 2-piece molecular cluster, C7H10N4 overall from OMol25. Energies are from ωB97M-V/def2-TZVPD.

Values from the calculation:
**Energy above the lowest of the compared OMol25 structures with the same formula, charge and spin**: 590.9 kJ/mol
**Largest force on an atom**: 3.1 eV Å⁻¹
**E**: -13375.7307 eV
**HOMO (spin up / spin down)**: -9.242 / -9.240 eV
**LUMO level (spin up / spin down)**: -2.9 / -2.9 eV
**Multiplicity**: 1
**Kohn-Sham gap (spin up / spin down)**: 6.370 / 6.367 eV

Atoms and positions in Å:
C1 3.191 -0.842 1.227
C2 1.320 2.030 2.473
C3 -0.563 1.008 2.463
C4 0.638 -1.318 -0.967
C5 -1.383 0.192 -0.554
C6 0.761 0.610 0.483
C7 -0.126 -0.498 0.078
N1 3.416 -1.964 1.456
N2 0.761 2.193 3.647
N3 -0.431 1.588 3.581
N4 0.581 1.181 1.693
H1 2.218 2.344 2.073
H2 -1.261 0.215 2.305
H3 1.616 -1.592 -0.383
H4 -0.005 -2.253 -1.230
H5 0.853 -0.717 -1.842
H6 -1.654 1.129 0.160
H7 -1.163 0.572 -1.561
H8 -2.240 -0.584 -0.748
H9 1.485 1.012 -0.236
H10 -0.541 -1.092 0.842